[1]
Computed, not measured: C34H36BrHgN7O2 as an isolated structure, with ωB97M-V/def2-TZVPD.

Geometry (Å):
Hg (-0.33612, 1.00865, -0.51344)
Br (-6.35466, -2.17592, 2.99969)
C (-5.12396, -1.33335, 1.82691)
C (-5.37206, -1.31826, 0.45876)
C (-4.44081, -0.73496, -0.37638)
C (-3.22771, -0.17945, 0.08413)
O (-2.38736, 0.23828, -0.82888)
C (-3.00834, -0.16199, 1.50238)
C (-1.85556, 0.35409, 2.22680)
N (-0.69082, 0.71976, 1.72235)
C (0.37101, 1.09998, 2.48192)
C (0.49919, 0.80532, 3.85853)
C (1.63224, 1.17960, 4.57028)
C (2.67285, 1.86185, 3.97152)
C (2.59484, 2.19603, 2.59967)
C (3.62263, 2.88786, 1.93584)
C (3.51780, 3.17640, 0.59196)
C (2.37966, 2.77321, -0.08569)
N (1.37895, 2.12637, 0.51327)
C (1.44886, 1.81567, 1.83305)
C (-3.99113, -0.74218, 2.33070)
H (-6.28373, -1.74569, 0.06172)
H (-4.60917, -0.70550, -1.44681)
H (-1.99920, 0.44931, 3.30193)
H (-0.28570, 0.26121, 4.36528)
H (1.69844, 0.92338, 5.62151)
H (3.54808, 2.15694, 4.53631)
H (4.50023, 3.18697, 2.49851)
H (4.29571, 3.71235, 0.06381)
H (2.26631, 2.97500, -1.14438)
H (-3.82822, -0.73672, 3.40286)
O (-1.60433, 3.53744, -0.58841)
C (-1.10904, 4.50060, -1.51659)
C (-0.48833, 3.74168, -2.66991)
C (-1.48041, 2.79377, -3.36558)
C (-0.89003, 1.48588, -3.81705)
C (-0.97325, 1.06994, -5.14269)
C (-0.50842, -0.18006, -5.50310)
C (0.02839, -1.00688, -4.52558)
C (0.09079, -0.52478, -3.23603)
N (-0.33430, 0.69763, -2.89263)
H (-2.13933, 3.96008, 0.08951)
H (-0.35819, 5.13739, -1.04382)
H (-1.92487, 5.13467, -1.87329)
H (0.36126, 3.16607, -2.29153)
H (-0.09109, 4.46809, -3.38057)
H (-1.92821, 3.28041, -4.23081)
H (-2.28760, 2.55216, -2.66794)
H (-1.41693, 1.72982, -5.87616)
H (-0.57221, -0.51212, -6.53149)
H (0.39094, -1.99924, -4.75851)
H (0.50271, -1.12498, -2.43042)
N (7.58615, 0.67790, -0.13521)
C (6.46889, 0.43217, -0.22412)
C (5.05912, 0.11319, -0.33772)
C (4.33048, -0.24437, 0.78328)
C (2.98592, -0.53996, 0.62240)
N (2.35513, -0.48838, -0.54894)
C (3.06791, -0.12456, -1.61387)
C (4.42146, 0.17411, -1.56543)
H (4.78733, -0.26984, 1.76276)
H (2.38168, -0.78688, 1.49023)
H (2.53551, -0.05039, -2.55548)
H (4.95649, 0.46837, -2.45746)
N (-1.09829, -4.80392, 2.05274)
C (-2.25762, -4.56268, 1.10986)
C (-2.13883, -3.14324, 0.58688)
N (-0.86036, -2.85873, -0.05533)
C (0.26061, -3.17883, 0.80545)
C (0.22697, -4.59892, 1.35679)
H (-1.15306, -5.73375, 2.46514)
H (-1.16962, -4.13088, 2.81972)
H (-3.17979, -4.72010, 1.66703)
H (-2.17306, -5.30810, 0.31999)
H (-2.26312, -2.44955, 1.42272)
H (-2.96304, -2.94216, -0.09462)
H (-0.79550, -3.29078, -0.96862)
H (0.23564, -2.47616, 1.65069)
H (1.20156, -3.01303, 0.28465)
H (1.01788, -4.78859, 2.08106)
H (0.27371, -5.34372, 0.56387)

Calculated values
Spin multiplicity: 2
Net charge: +1
E_LUMO (alpha / beta) in eV: -2.8 / -2.8
Energy relative to the best compared isomer or geometry (same formula, charge and spin) in kcal/mol: 15.9
<S²>: 0.81
HOMO (alpha / beta) in eV: -6.820 / -9.138
Energy in hartree: -4578.14836

Results of the Löwdin charge analysis, in e, for atoms 1 through 2:
1 Hg 1.234
2 Br 0.706

[2]
Computed, not measured: C34H36N2O2P2RhS as an isolated structure at a distorted geometry, with ωB97M-V/def2-TZVPD.

Geometry (Å):
Rh (0.70595, -1.26671, -0.92397)
C (1.95227, -2.48862, 1.62213)
P (0.30100, -2.62083, 0.79976)
C (-0.03176, -4.39483, 0.68122)
C (1.01861, -5.22218, 0.37523)
C (0.91261, -6.57187, 0.61032)
C (-0.22790, -7.07200, 1.28175)
C (-1.33491, -6.27205, 1.44877)
C (-1.25534, -4.92639, 1.13887)
C (-0.80457, -1.90750, 2.08388)
C (-0.35246, -1.69253, 3.40291)
C (-1.07706, -0.83921, 4.26159)
C (-2.33690, -0.34896, 3.86267)
C (-2.79356, -0.72216, 2.58231)
C (-2.07519, -1.50708, 1.67735)
C (2.18716, -1.03451, 1.53114)
C (2.81835, -0.16437, 2.47919)
C (2.87096, 1.08268, 1.90127)
C (2.16200, 1.00160, 0.63583)
C (2.05984, 2.06307, -0.36476)
P (0.58154, 3.15264, -0.76049)
C (-1.13702, 2.70547, -0.40902)
C (-1.64100, 1.45883, 0.07693)
C (-2.97778, 1.16960, -0.04072)
C (-3.88633, 2.21022, -0.46013)
C (-3.42612, 3.45199, -0.79972)
C (-2.03901, 3.75210, -0.79129)
C (0.92663, 4.78170, -0.28574)
C (1.39285, 5.63541, -1.28466)
C (1.79370, 6.92652, -0.92482)
C (1.44100, 7.46364, 0.30405)
C (0.89372, 6.61047, 1.29249)
C (0.74324, 5.25724, 1.03662)
N (1.80625, -0.29578, 0.43326)
H (2.71026, -3.10708, 1.14810)
H (1.83215, -2.89634, 2.68161)
H (1.96217, -4.82812, -0.02904)
H (1.71969, -7.23773, 0.27494)
H (-0.31056, -8.06500, 1.63426)
H (-2.23234, -6.66832, 1.89356)
H (-2.10981, -4.26174, 1.19176)
H (0.58095, -2.07075, 3.78242)
H (-0.56861, -0.51302, 5.20648)
H (-2.91093, 0.40004, 4.48846)
H (-3.73033, -0.33359, 2.24767)
H (-2.40453, -1.63928, 0.61572)
H (3.36890, -0.51435, 3.34455)
H (3.35027, 1.95487, 2.27871)
H (2.35402, 1.67118, -1.32440)
H (2.82662, 2.83156, -0.15761)
H (-1.02105, 0.67961, 0.55121)
H (-3.32635, 0.16981, 0.22423)
H (-4.96048, 2.01769, -0.47858)
H (-4.06623, 4.29344, -1.01121)
H (-1.70334, 4.76142, -1.13849)
H (1.53726, 5.25939, -2.30971)
H (2.36428, 7.45176, -1.65356)
H (1.59682, 8.54354, 0.49282)
H (0.67835, 7.01193, 2.27096)
H (0.43549, 4.59941, 1.87042)
N (0.80985, 0.08995, -2.64813)
C (-0.40718, 0.93958, -3.07063)
C (-0.20131, 2.44286, -3.34175)
O (-0.72696, 3.04093, -4.24912)
O (0.61761, 3.10838, -2.38344)
H (1.68049, 0.63204, -2.71613)
H (0.90138, -0.61534, -3.41199)
H (-1.14430, 0.80224, -2.27258)
H (-0.90011, 0.61393, -3.97792)
C (-1.10365, -3.33259, -2.72720)
S (0.58413, -3.21201, -2.08203)
C (1.62396, -3.27689, -3.58032)
H (-1.29194, -4.35566, -3.18527)
H (-1.37552, -2.63768, -3.51637)
H (-1.74429, -3.15758, -1.84198)
H (2.24434, -4.18338, -3.47454)
H (2.30331, -2.40523, -3.64414)
H (0.98670, -3.37951, -4.44596)

Calculated values
Spin multiplicity: 5
Net charge: +1
E_LUMO (alpha / beta) in eV: -2.1 / -5.0
Energy relative to the best compared isomer or geometry (same formula, charge and spin) in kcal/mol: 3.6
<S²>: 6.04
HOMO (alpha / beta) in eV: -6.628 / -10.952
Energy in hartree: -2768.23224

Results of the Löwdin charge analysis, in e, for atoms 1 through 2:
1 Rh 0.520
2 C -0.224

- The highest spin multiplicity belongs to which entry?
  C34H36N2O2P2RhS

- spin multiplicity of number 1 (C34H36BrHgN7O2)?
  2

- Which value of net charge does entry 1 give?
  +1